The following is a DFT calculation (ωB97M-V/def2-TZVPD) of a molecular structure, C21H20BCl2N10S2V.

Each line ends with the Löwdin spin population.
CARTESIAN COORDINATES (ANGSTROEM)
V  -0.9491  0.4293  -0.6418  1.94
N  -1.8371  -2.6774  2.3744  0.00
C  -1.3663  -1.9399  1.3368  0.00
S  -2.5209  -1.2666  0.2367  -0.02
N  -0.0613  -1.8199  1.2690  -0.01
N  0.3227  -1.0579  0.2031  -0.02
C  1.5533  -1.0982  -0.1636  0.03
C  2.6065  -1.8590  0.5468  0.00
C  3.2302  -2.9425  -0.0601  0.00
C  4.2271  -3.6365  0.6112  0.00
C  4.6102  -3.2400  1.8837  0.00
C  3.9908  -2.1540  2.4893  0.00
C  2.9871  -1.4684  1.8265  0.00
C  1.8639  -0.3207  -1.3765  0.00
C  3.1459  -0.1898  -1.8825  0.00
C  3.3332  0.5587  -3.0343  0.01
C  2.2388  1.1463  -3.6419  0.00
C  0.9914  0.9860  -3.0627  0.01
N  0.8072  0.2674  -1.9592  -0.01
H  -2.8006  -2.9596  2.3504  0.00
H  -1.1779  -3.2732  2.8483  0.00
H  2.9288  -3.2493  -1.0547  0.00
H  4.7039  -4.4852  0.1390  0.00
H  5.3917  -3.7774  2.4048  0.00
H  4.2914  -1.8448  3.4818  0.00
H  2.4865  -0.6259  2.2871  0.00
H  3.9759  -0.6554  -1.3718  0.00
H  4.3261  0.6867  -3.4441  0.00
H  2.3400  1.7418  -4.5373  0.00
H  0.1062  1.4513  -3.4752  0.00
Cl  -2.9350  2.1140  -0.8443  0.01
C  -4.1114  1.0550  -1.6085  0.00
C  -5.4458  1.2760  -1.3421  0.00
C  -6.3840  0.4495  -1.9399  0.00
C  -5.9644  -0.5673  -2.7799  0.00
C  -4.6142  -0.7600  -3.0223  0.00
Cl  -4.1555  -2.0535  -4.0796  0.00
C  -3.6278  0.0470  -2.4440  0.00
S  -1.9200  -0.1807  -2.7499  0.01
H  -5.7410  2.0772  -0.6791  0.00
H  -7.4377  0.5962  -1.7481  0.00
H  -6.6796  -1.2262  -3.2519  0.00
N  0.4929  2.2163  4.3452  0.00
N  -0.3591  1.6844  3.3928  0.00
N  -1.6523  1.5882  3.5965  0.00
C  -2.0599  1.1419  2.4170  0.00
N  -1.0403  1.0072  1.5622  0.00
N  0.0504  1.3592  2.2139  0.00
H  0.3673  1.6840  5.1992  0.00
H  1.4364  2.1166  3.9862  0.00
H  -3.0813  0.9086  2.1774  0.00
B  1.8687  4.1742  0.3268  0.00
C  0.8319  3.0962  -0.1636  0.02
N  0.1008  2.2583  -0.4816  0.00
H  2.5233  4.5159  -0.6332  0.00
H  1.2415  5.0904  0.8085  0.00
H  2.5502  3.6058  1.1590  0.00

Atomic forces in eV per Å
V 0.5 -0.2 0.1
N 0.0 0.0 0.0
C 0.0 0.0 0.1
S 0.0 0.0 0.0
N -0.1 0.0 -0.1
N -0.1 0.2 0.0
C 0.0 0.1 0.0
C 0.0 -0.1 0.0
C 0.0 0.0 0.0
C 0.0 0.0 0.0
C 0.0 0.0 0.0
C 0.0 0.0 0.0
C 0.0 0.0 0.0
C 0.0 -0.1 0.1
C 0.0 0.0 0.0
C 0.0 0.0 0.0
C 0.0 0.0 0.0
C 0.0 0.0 0.0
N -0.1 0.0 0.1
H 0.0 0.0 0.0
H 0.0 0.0 0.0
H 0.0 0.0 0.0
H 0.0 0.0 0.0
H 0.0 0.0 0.0
H 0.0 0.0 0.0
H 0.0 0.0 0.0
H 0.0 0.0 0.0
H 0.0 0.0 0.0
H 0.0 0.0 0.0
H 0.0 0.0 0.0
Cl -0.1 0.0 0.0
C 0.1 0.1 0.1
C 0.0 0.0 0.0
C 0.0 0.0 0.0
C 0.0 0.0 0.0
C 0.0 0.0 -0.1
Cl 0.0 0.0 0.0
C 0.0 0.0 0.0
S 0.0 0.1 -0.1
H 0.0 0.0 0.0
H 0.0 0.0 0.0
H 0.0 0.0 0.0
N -0.1 -0.1 0.0
N 0.1 0.1 0.1
N -0.1 0.0 -0.1
C 0.0 0.0 0.0
N 0.1 0.1 0.1
N 0.0 -0.2 -0.1
H 0.1 0.0 0.0
H 0.0 0.1 0.0
H 0.0 0.0 0.0
B 0.0 0.0 0.0
C 0.1 0.0 0.0
N -0.3 -0.1 -0.1
H 0.0 0.0 0.0
H 0.0 0.0 0.0
H 0.0 0.0 0.0

Results
2S+1: 3
orbital gap (spin up / spin down): 7.120 / 6.951 eV
E_LUMO (spin up / spin down): -0.5900 / -0.9207 eV
<S²>: 2.025

The following is a DFT calculation (ωB97M-V/def2-TZVPD) of a molecular structure, C21H20ClDyIN2O2S4.

Each line ends with the Löwdin spin population.
CARTESIAN COORDINATES (ANGSTROEM)
Dy  -0.0665  -0.1999  0.0734  5.07
Cl  -7.0936  0.9947  -2.8876  0.00
C  -5.5022  1.0271  -2.1696  0.00
C  -5.1236  2.1434  -1.3971  0.00
C  -3.8935  2.2040  -0.8145  0.00
C  -2.9434  1.1401  -0.9496  0.00
O  -1.8152  1.2172  -0.3721  -0.01
C  -3.3470  0.0311  -1.7581  0.00
C  -2.4833  -1.0624  -2.0479  0.00
O  -1.3234  -1.2352  -1.6509  -0.01
C  -4.6317  -0.0016  -2.3504  0.00
H  -5.8284  2.9553  -1.2693  0.00
H  -3.5992  3.0549  -0.2148  0.00
H  -2.9058  -1.8280  -2.7191  0.00
H  -4.9128  -0.8596  -2.9493  0.00
C  -0.2569  1.9040  2.8071  0.00
N  0.6638  1.7738  1.6733  -0.01
C  2.0350  1.6564  2.1722  0.00
C  0.5490  2.9614  0.8139  0.00
C  1.2717  2.7936  -0.5032  0.00
C  1.8982  3.8998  -1.0695  0.00
C  2.4968  3.8031  -2.3178  0.00
C  2.4648  2.5883  -2.9840  0.00
C  1.8506  1.4885  -2.3894  0.00
C  1.2307  1.5350  -1.1324  -0.01
H  -0.0293  2.8140  3.3837  0.00
H  -0.1726  1.0271  3.4466  0.00
H  -1.2832  1.9480  2.4431  0.00
H  2.3071  2.5575  2.7437  0.00
H  2.7235  1.5557  1.3333  0.00
H  2.1224  0.7709  2.7968  0.00
H  0.9224  3.8497  1.3511  0.00
H  -0.5168  3.1119  0.6253  0.00
H  1.9174  4.8435  -0.5309  0.00
H  2.9825  4.6650  -2.7605  0.00
H  2.9233  2.4941  -3.9632  0.00
H  1.8616  0.5602  -2.9589  0.00
S  1.6233  -1.8219  1.6720  -0.01
S  0.5172  -1.8277  3.4449  0.00
S  -1.3063  -2.5181  2.8846  0.00
S  -2.1648  -0.9591  1.7799  -0.01
I  1.6431  -3.6247  -5.1913  0.00
C  2.2515  -2.6434  -3.4681  0.00
C  3.5930  -2.4411  -3.1930  0.00
C  3.9293  -1.7837  -2.0238  0.00
C  2.9162  -1.3490  -1.1861  0.00
N  1.6233  -1.5363  -1.4549  -0.01
C  1.2955  -2.1770  -2.5757  0.00
H  4.3544  -2.7894  -3.8786  0.00
H  4.9608  -1.5996  -1.7596  0.00
H  3.1409  -0.8226  -0.2670  0.00
H  0.2403  -2.3155  -2.7557  0.00

Atomic forces in eV per Å
Dy 0.0 -0.3 0.2
Cl 0.0 0.0 0.0
C 0.0 0.0 0.0
C 0.0 0.0 0.0
C 0.0 -0.1 0.0
C 0.0 0.1 0.1
O 0.0 0.0 0.0
C -0.1 0.0 -0.1
C 0.1 0.0 0.1
O 0.0 0.1 0.0
C 0.0 0.0 0.0
H 0.0 0.0 0.0
H 0.0 0.0 0.0
H 0.0 0.0 0.0
H 0.0 0.0 0.0
C 0.0 0.0 0.0
N -0.2 0.0 -0.1
C 0.0 0.0 -0.1
C 0.0 0.0 0.0
C -0.1 0.0 0.0
C 0.0 0.0 0.1
C 0.0 0.0 0.0
C 0.0 0.0 0.0
C 0.0 0.0 0.0
C 0.2 0.1 0.0
H 0.0 0.0 0.0
H 0.0 0.0 0.0
H 0.0 0.0 0.0
H 0.0 0.0 0.0
H 0.0 0.0 0.0
H 0.0 0.0 0.0
H 0.0 0.0 0.0
H 0.0 0.0 0.0
H 0.0 0.0 0.0
H 0.0 0.0 0.0
H 0.0 0.0 0.0
H 0.0 0.0 0.0
S -0.2 0.0 0.1
S 0.3 0.1 -0.1
S -0.3 0.1 -0.1
S 0.2 -0.2 0.2
I 0.0 -0.1 -0.1
C 0.0 0.1 0.3
C 0.0 -0.1 -0.1
C -0.1 0.0 0.1
C 0.0 0.0 0.0
N 0.0 0.0 -0.1
C 0.1 -0.1 0.0
H 0.0 0.0 0.0
H 0.0 0.0 0.0
H 0.0 0.0 0.0
H 0.0 0.0 0.0

Results
2S+1: 6
net charge: -1
orbital gap (spin up / spin down): 5.885 / 5.873 eV
E_LUMO (spin up / spin down): 1.8739 / 1.8742 eV
<S²>: 9.329

The following is a DFT calculation (ωB97M-V/def2-TZVPD) of a single C21H20ClNO3S molecule.

Each line ends with the natural charge from an NBO analysis.
CARTESIAN COORDINATES (ANGSTROEM)
O  -2.1649  2.7754  0.3711  -0.62
C  -1.0007  2.4750  0.1886  0.63
N  -0.3711  2.5947  -1.0015  -0.61
H  0.5913  2.3052  -1.0763  0.40
C  -1.0661  2.9398  -2.2185  -0.21
H  -2.1184  2.6825  -2.0691  0.22
H  -1.0039  4.0207  -2.3975  0.20
C  -0.4688  2.1856  -3.4107  -0.45
C  -0.3989  0.7052  -3.1524  0.08
C  0.8143  0.0892  -2.8731  -0.26
C  0.8802  -1.2738  -2.6376  -0.20
C  -0.2751  -2.0364  -2.6665  -0.24
C  -1.4931  -1.4291  -2.9284  -0.21
C  -1.5533  -0.0688  -3.1703  -0.24
H  -2.5040  0.3978  -3.3835  0.21
H  -2.3970  -2.0198  -2.9481  0.22
H  -0.2300  -3.1007  -2.4876  0.22
H  1.8362  -1.7348  -2.4368  0.22
H  1.7245  0.6723  -2.8554  0.21
H  0.5343  2.5695  -3.6092  0.21
H  -1.0877  2.3841  -4.2876  0.23
C  -0.1428  1.9125  1.2463  0.15
C  -0.3326  1.7913  2.5961  -0.23
C  0.7617  1.0457  3.0865  -0.30
C  1.5462  0.7562  2.0053  0.28
C  2.7673  -0.0515  1.8203  -0.64
H  3.6536  0.5629  1.6520  0.25
H  2.9447  -0.7256  2.6538  0.24
S  2.5578  -0.9928  0.2086  1.28
O  3.8711  -1.5591  -0.0898  -0.98
C  1.5861  -2.4243  0.9127  -0.61
C  0.3304  -1.9722  1.5620  -0.07
C  -0.6347  -1.2980  0.8180  -0.16
C  -1.7960  -0.8426  1.4108  -0.23
C  -2.0018  -1.0690  2.7636  -0.03
C  -1.0596  -1.7474  3.5193  -0.23
C  0.1024  -2.1914  2.9159  -0.20
H  0.8375  -2.7194  3.5059  0.21
H  -1.2339  -1.9214  4.5693  0.23
Cl  -3.4416  -0.4897  3.5153  0.01
H  -2.5312  -0.3040  0.8345  0.24
H  -0.4691  -1.1232  -0.2345  0.23
H  1.3875  -3.0516  0.0431  0.24
H  2.2531  -2.9535  1.5908  0.24
O  1.0118  1.2925  0.8882  -0.43
H  0.9403  0.7574  4.1017  0.23
H  -1.1559  2.1844  3.1547  0.25

Atomic forces in eV per Å
O -0.2 0.0 0.2
C 0.4 -0.1 -0.2
N 0.2 0.1 -0.3
H -0.1 0.0 0.1
C -0.2 0.2 -0.1
H 0.1 0.1 -0.1
H -0.1 -0.1 0.0
C -0.1 0.0 0.2
C 0.1 0.0 -0.1
C -0.1 0.0 -0.1
C 0.0 -0.1 -0.1
C 0.1 -0.1 0.0
C -0.1 0.0 0.0
C 0.0 0.0 0.0
H -0.1 0.1 0.0
H -0.1 -0.1 0.0
H 0.0 -0.1 0.0
H 0.1 -0.1 0.0
H 0.1 0.1 0.0
H 0.0 0.0 -0.1
H 0.1 0.1 0.0
C -0.4 0.1 1.1
C 0.1 0.3 -0.9
C 0.5 -0.1 -0.5
C -0.2 0.1 0.9
C -0.3 -0.1 -0.8
H 0.0 -0.1 -0.1
H 0.0 -0.1 0.0
S -0.7 -0.2 1.4
O 1.2 -0.4 -0.5
C 0.3 0.5 -0.3
C -0.3 0.0 0.2
C 0.0 -0.1 0.1
C -0.1 0.0 0.1
C 0.3 -0.2 -0.1
C -0.1 0.0 0.0
C 0.0 -0.1 -0.2
H 0.1 -0.1 0.1
H 0.0 0.0 0.1
Cl -0.2 0.1 0.1
H -0.1 0.1 0.0
H 0.0 0.1 -0.1
H 0.1 0.0 -0.1
H 0.1 0.0 0.0
O 0.0 0.2 -0.2
H 0.1 -0.1 0.2
H -0.3 0.1 0.1

Results
orbital gap: 9.044 eV
E_LUMO: 0.5699 eV

The following is a DFT calculation (ωB97M-V/def2-TZVPD) of a single C21H20FN3O2 molecule.

Each line ends with the natural charge from an NBO analysis.
CARTESIAN COORDINATES (ANGSTROEM)
O  -1.6929  -0.1195  -1.7082  -0.61
C  -0.6138  0.2903  -1.3354  0.67
N  0.1916  1.0650  -2.1130  -0.62
H  1.1000  1.3279  -1.7670  0.39
C  -0.1067  1.3423  -3.4953  -0.24
H  -1.1656  1.1233  -3.6481  0.25
C  0.7215  0.4668  -4.4545  0.09
C  2.2359  0.7410  -4.3504  -0.44
H  2.7582  -0.0477  -3.8129  0.22
C  2.6742  0.8463  -5.8112  -0.43
H  3.5281  1.5038  -5.9554  0.22
C  1.4003  1.3796  -6.4628  -0.07
H  1.3173  1.1496  -7.5255  0.19
H  1.3218  2.4687  -6.3252  0.16
O  0.3434  0.7197  -5.7988  -0.52
H  2.9089  -0.1405  -6.2106  0.21
H  2.4105  1.6909  -3.8406  0.19
H  0.4888  -0.5852  -4.2446  0.19
H  0.0770  2.3995  -3.7101  0.19
C  -0.0409  0.0072  -0.0031  -0.23
C  1.2725  -0.3097  0.2745  -0.01
N  1.3485  -0.6153  1.5910  -0.18
N  0.1547  -0.5078  2.1767  -0.26
C  -0.7094  -0.1405  1.2476  0.18
C  -2.1101  0.0778  1.5772  -0.09
C  -2.6744  -0.6349  2.6350  -0.16
C  -3.9976  -0.4506  2.9825  -0.29
C  -4.7517  0.4585  2.2620  0.41
C  -4.2161  1.1875  1.2162  -0.28
C  -2.8903  0.9954  0.8778  -0.15
H  -2.4621  1.5652  0.0693  0.22
H  -4.8341  1.8910  0.6813  0.23
F  -6.0477  0.6443  2.5956  -0.33
H  -4.4494  -0.9994  3.7938  0.23
H  -2.0597  -1.3372  3.1753  0.23
C  2.4647  -1.0025  2.3403  0.22
C  2.2886  -1.2936  3.6910  -0.24
C  3.3680  -1.6797  4.4606  -0.19
C  4.6294  -1.7795  3.8956  -0.22
C  4.8045  -1.4885  2.5536  -0.19
C  3.7312  -1.1000  1.7725  -0.26
H  3.8910  -0.8776  0.7293  0.21
H  5.7849  -1.5631  2.1073  0.22
H  5.4725  -2.0819  4.4977  0.22
H  3.2243  -1.9047  5.5064  0.22
H  1.2993  -1.2081  4.1100  0.25
H  2.1179  -0.3715  -0.3803  0.22

Atomic forces in eV per Å
O -0.2 -0.1 0.0
C 0.3 0.1 -0.1
N 0.3 0.1 -0.2
H -0.1 0.0 0.1
C -0.2 -0.3 -0.5
H 0.1 0.1 0.0
C -0.1 0.0 0.5
C -0.1 -0.1 -0.1
H 0.0 0.0 0.1
C -0.2 0.0 -0.1
H 0.1 0.0 0.0
C 0.3 0.1 -0.2
H 0.0 0.1 0.0
H 0.0 -0.1 -0.1
O -0.2 0.0 0.1
H 0.0 0.0 0.0
H 0.0 0.0 0.1
H 0.0 0.1 0.0
H 0.0 -0.1 0.0
C 0.2 -0.3 0.5
C -0.3 0.1 0.0
N -0.4 0.2 -0.9
N -0.5 0.1 0.5
C 0.8 0.0 -0.4
C -0.4 0.0 0.2
C 0.0 0.1 -0.2
C -0.2 0.1 0.0
C 0.1 0.0 0.0
C -0.2 0.0 0.1
C 0.1 -0.2 0.2
H 0.0 0.0 -0.1
H -0.1 0.1 0.0
F 0.1 0.0 0.0
H -0.1 0.0 0.1
H 0.0 -0.1 0.1
C 0.7 -0.3 0.6
C -0.1 0.0 -0.1
C 0.1 0.0 -0.1
C 0.1 0.0 0.1
C 0.0 0.0 0.1
C -0.2 0.1 -0.1
H 0.0 0.0 -0.1
H 0.1 0.0 0.0
H 0.1 0.0 0.1
H 0.0 0.0 0.1
H 0.0 0.0 0.1
H 0.2 0.0 -0.1

Results
orbital gap: 8.696 eV
SMILES string: O=C(NC[C@@H]1CCCO1)c1cn(-c2ccccc2)nc1-c1ccc(F)cc1
E_LUMO: 0.4004 eV

The following is a DFT calculation (ωB97M-V/def2-TZVPD) of a molecular structure, C21H20IrN2O4S4.

Each line ends with the Löwdin spin population.
CARTESIAN COORDINATES (ANGSTROEM)
Ir  0.4079  0.2227  -0.5094  0.12
O  2.3202  -0.1905  0.4012  0.01
C  2.4015  -1.2736  1.1296  0.00
C  3.6022  -2.0163  1.0852  0.00
C  3.7762  -3.1549  1.8404  0.00
C  2.7734  -3.6203  2.6969  0.00
C  1.6000  -2.9067  2.7799  0.00
C  1.3866  -1.7567  2.0088  0.00
C  0.2004  -0.9703  2.2344  0.01
N  -0.0652  0.0324  1.4819  0.00
N  -0.9432  1.0014  1.9527  0.01
C  -0.9550  2.0012  1.1244  0.00
O  -0.3396  1.9979  -0.0273  0.00
C  -1.7305  3.2211  1.4374  0.00
C  -1.9996  4.1415  0.4290  0.00
C  -2.7356  5.2818  0.7101  0.00
C  -3.1967  5.5093  1.9992  0.00
C  -2.9210  4.5952  3.0078  0.00
C  -2.1919  3.4508  2.7300  0.00
H  4.3858  -1.6549  0.4313  0.00
H  4.7138  -3.6939  1.7748  0.00
H  2.9252  -4.5092  3.2929  0.00
H  0.8146  -3.2271  3.4560  0.00
H  -0.4082  -1.1293  3.1220  0.00
H  -1.6269  3.9567  -0.5697  0.00
H  -2.9470  5.9938  -0.0769  0.00
H  -3.7700  6.4006  2.2193  0.00
H  -3.2727  4.7770  4.0150  0.00
H  -1.9715  2.7286  3.5039  0.00
O  -3.9367  3.3541  -4.5364  0.03
C  -3.1655  2.6905  -3.9147  0.01
S  -1.3964  2.7818  -4.1187  0.01
C  -0.9995  1.5945  -2.9121  0.13
C  -2.0618  1.0179  -2.2266  0.15
S  -1.7799  -0.1934  -1.0789  0.21
S  -3.6614  1.5255  -2.6565  0.03
S  0.6043  1.1275  -2.6659  0.25
C  -0.6894  -3.7444  -1.6884  0.00
C  0.0755  -2.9501  -0.6495  0.00
O  0.8446  -1.8763  -1.2237  0.00
C  2.0010  -2.3679  -1.9405  0.00
C  2.8963  -1.2620  -2.4439  0.00
H  -1.2332  -4.5474  -1.1889  0.00
H  -0.0315  -4.2012  -2.4259  0.00
H  -1.4073  -3.1082  -2.2060  0.00
H  0.7516  -3.5849  -0.0699  0.00
H  -0.6174  -2.4786  0.0440  0.00
H  1.6376  -2.9547  -2.7858  0.00
H  2.5425  -3.0330  -1.2617  0.00
H  2.4176  -0.6994  -3.2438  0.00
H  3.8029  -1.7153  -2.8476  0.00
H  3.1729  -0.5835  -1.6393  0.00

Atomic forces in eV per Å
Ir -1.1 -1.2 0.3
O 0.2 0.6 -0.3
C 0.0 0.1 0.0
C 0.0 -0.1 0.1
C 0.0 0.0 0.0
C 0.0 0.0 0.0
C 0.0 -0.1 0.0
C -0.2 0.0 -0.2
C 0.5 0.2 0.2
N -0.6 -0.5 -0.3
N 0.1 0.0 -0.1
C -0.2 -0.2 -0.1
O 0.7 0.5 0.4
C 0.0 0.0 0.0
C 0.0 0.0 0.0
C 0.0 0.0 0.0
C 0.0 0.0 0.0
C 0.0 0.0 0.0
C 0.0 0.0 0.0
H 0.0 0.0 0.0
H 0.0 0.0 0.0
H 0.0 0.0 0.0
H 0.0 0.0 0.0
H 0.1 0.2 0.1
H 0.0 0.0 0.0
H 0.0 0.0 0.0
H 0.0 0.0 0.0
H 0.0 0.0 0.0
H 0.0 0.0 0.0
O 0.0 0.0 0.0
C 0.0 0.0 0.0
S 0.0 0.0 0.0
C -0.1 0.0 0.0
C 0.1 0.0 -0.1
S -0.1 0.3 0.0
S 0.0 0.0 0.0
S 0.5 0.0 0.0
C 0.0 0.0 0.0
C -0.1 0.0 -0.1
O 0.0 0.3 0.0
C 0.0 0.0 0.0
C -0.1 0.1 0.0
H 0.0 0.0 0.0
H 0.0 0.0 0.0
H 0.0 0.0 0.0
H 0.0 0.0 0.0
H 0.0 0.0 0.0
H 0.0 0.0 0.0
H 0.0 0.0 0.0
H 0.0 0.0 0.0
H 0.0 0.0 0.0
H 0.0 0.0 0.0

Results
2S+1: 2
orbital gap (spin up / spin down): 7.205 / 5.437 eV
E_LUMO (spin up / spin down): -0.3263 / -2.2105 eV
<S²>: 0.763

Table of M (u), in record order: 609.3 785.5 401.9 365.4 684.9
Table of ΔE to the lowest compared entry with this formula, charge and spin (kcal/mol), in record order: 0.0 0.0 5.0 0.0 16.3
Table of electronic energy (eV), in record order: -110082.5983 -117230.2096 -53091.7384 -33384.5903 -79451.6540